ORCA calculation (wB97M-V/def2-TZVPD) on a molecular structure, C21H43N2P3RuS2 at a distorted geometry.

Positions of all 72 atoms, in Å:
Ru (-0.25, 0.75, -0.23)
P (1.58, 1.42, 1.28)
P (-2.06, 1.94, 0.40)
P (0.52, 1.60, -2.09)
H (1.17, -4.38, 0.18)
C (1.97, -3.75, -0.24)
C (2.74, -2.97, 0.55)
H (2.41, -2.65, 1.51)
C (1.99, 0.70, 2.93)
C (1.35, 3.20, 1.70)
C (3.27, 1.30, 0.52)
C (-3.61, 1.12, -0.12)
C (-2.37, 2.26, 2.18)
C (-2.04, 3.62, -0.34)
C (1.81, 0.47, -2.65)
C (1.32, 3.24, -1.95)
C (-0.76, 1.85, -3.36)
H (2.25, -3.98, -1.27)
H (3.67, -2.54, 0.21)
H (1.88, -0.39, 2.83)
H (1.28, 1.10, 3.67)
H (3.01, 0.92, 3.27)
H (0.42, 3.30, 2.26)
H (1.33, 3.81, 0.80)
H (2.17, 3.56, 2.35)
H (3.21, 0.44, -0.15)
H (4.03, 1.11, 1.30)
H (3.55, 2.21, -0.03)
H (-4.42, 1.86, -0.33)
H (-3.96, 0.42, 0.66)
H (-3.45, 0.52, -1.04)
H (-2.55, 3.33, 2.37)
H (-1.50, 1.97, 2.78)
H (-3.24, 1.68, 2.52)
H (-2.94, 4.20, -0.04)
H (-1.99, 3.53, -1.43)
H (-1.14, 4.14, -0.01)
H (1.48, 0.02, -3.59)
H (2.10, -0.33, -1.95)
H (2.69, 1.09, -2.82)
H (1.55, 3.47, -3.00)
H (2.24, 3.23, -1.33)
H (0.61, 3.97, -1.51)
H (-0.65, 1.10, -4.15)
H (-0.54, 2.83, -3.80)
H (-1.82, 1.86, -3.03)
C (-1.05, -1.94, -3.31)
C (-2.14, -1.87, -4.24)
C (-2.19, -2.79, -5.28)
C (-1.14, -3.74, -5.37)
C (-0.13, -3.88, -4.40)
C (-0.06, -2.98, -3.33)
S (-1.19, -0.91, -1.96)
H (-0.38, -0.63, 0.63)
H (-2.90, -1.09, -4.07)
H (-3.02, -2.77, -6.00)
H (-1.16, -4.43, -6.20)
H (0.64, -4.68, -4.49)
H (0.64, -3.02, -2.48)
C (0.29, -3.35, 3.42)
N (-0.09, -2.11, 4.04)
C (0.09, -1.80, 5.37)
C (-0.49, -0.59, 5.60)
N (-0.98, -0.17, 4.36)
C (-0.79, -1.13, 3.40)
S (-1.63, -1.33, 1.91)
H (-0.48, -3.60, 2.70)
H (1.24, -3.27, 2.90)
H (0.35, -4.14, 4.17)
H (0.56, -2.52, 6.06)
H (-0.67, -0.02, 6.50)
H (-1.62, 0.63, 4.25)

Properties
2S+1: 5
expectation value of S²: 6.1019
net charge: +4
molecular weight: 581.72 g mol⁻¹
F_max: 3.11 eV/Å
HOMO-LUMO gap (spin up / spin down): 5.37 / 4.51 eV

=====

ORCA calculation (wB97M-V/def2-TZVPD) on a single C21H43N3O molecule.

Positions of all 68 atoms, in Å:
C (3.43, -0.21, 3.28)
N (2.35, 0.68, 3.66)
H (1.53, 0.13, 3.92)
C (1.99, 1.68, 2.68)
H (2.92, 2.19, 2.39)
C (1.25, 1.20, 1.40)
N (-0.20, 1.13, 1.56)
H (-0.57, 2.04, 1.82)
C (-0.72, 0.13, 2.46)
H (-0.27, -0.84, 2.20)
C (-2.25, 0.04, 2.27)
N (-2.62, -0.05, 0.87)
H (-1.94, 0.50, 0.35)
C (-2.64, -1.40, 0.32)
C (-3.02, -1.36, -1.15)
C (-3.19, -2.75, -1.76)
C (-3.71, -2.71, -3.20)
C (-3.32, -4.08, -3.75)
H (-3.37, -4.12, -4.84)
C (-1.90, -4.27, -3.21)
H (-1.64, -5.32, -3.13)
H (-1.19, -3.80, -3.90)
C (-1.88, -3.55, -1.85)
H (-1.02, -2.88, -1.79)
H (-1.80, -4.27, -1.03)
H (-3.98, -4.84, -3.34)
H (-4.79, -2.53, -3.24)
H (-3.20, -1.92, -3.76)
H (-3.91, -3.31, -1.15)
H (-2.25, -0.81, -1.71)
H (-3.95, -0.80, -1.25)
H (-1.68, -1.93, 0.45)
H (-3.40, -1.97, 0.88)
H (-2.62, -0.86, 2.80)
C (-2.98, 1.26, 2.88)
O (-2.73, 2.43, 2.15)
H (-3.06, 2.28, 1.26)
C (-4.48, 0.98, 2.96)
H (-4.84, 0.69, 1.98)
H (-5.00, 1.88, 3.28)
H (-4.69, 0.19, 3.67)
H (-2.59, 1.45, 3.89)
H (-0.52, 0.32, 3.53)
C (1.52, 2.13, 0.20)
H (0.58, 2.23, -0.34)
H (1.80, 3.12, 0.56)
C (2.58, 1.63, -0.79)
C (3.99, 1.61, -0.19)
C (5.01, 1.12, -1.21)
C (5.00, 2.00, -2.45)
C (3.60, 2.02, -3.06)
C (2.58, 2.51, -2.04)
H (1.58, 2.51, -2.49)
H (2.81, 3.53, -1.75)
H (3.33, 1.01, -3.39)
H (3.58, 2.67, -3.94)
H (5.72, 1.63, -3.18)
H (5.29, 3.02, -2.18)
H (4.78, 0.09, -1.49)
H (6.01, 1.12, -0.76)
H (4.01, 0.96, 0.69)
H (4.25, 2.62, 0.14)
H (2.32, 0.60, -1.08)
H (1.59, 0.18, 1.15)
H (1.36, 2.42, 3.18)
H (4.32, 0.39, 3.09)
H (3.64, -0.88, 4.11)
H (3.23, -0.82, 2.39)

Properties
molecular weight: 353.59 g mol⁻¹
F_max: 0.85 eV/Å
HOMO-LUMO gap: 8.94 eV

=====

ORCA calculation (wB97M-V/def2-TZVPD) on a molecular structure, C21H43NO9P2S2Si2 at a distorted geometry.

Positions of all 80 atoms, in Å:
C (4.33, 2.67, 0.78)
C (2.96, 2.17, 1.21)
C (2.92, 0.65, 1.37)
C (1.54, 0.04, 0.94)
Si (1.72, -1.52, -0.08)
O (0.29, -2.39, -0.10)
Si (-1.08, -1.59, -0.63)
C (-1.79, -2.39, -2.17)
C (-2.36, -1.67, 0.74)
C (-3.53, -0.69, 0.55)
C (-4.77, -1.34, -0.04)
S (-5.69, -0.20, -1.13)
C (-6.44, 0.95, 0.02)
S (-7.28, 0.36, 1.27)
N (-6.31, 2.34, -0.16)
C (-4.94, 2.81, 0.10)
C (-4.53, 3.98, -0.77)
O (-4.73, 3.83, -2.16)
C (-5.75, 2.91, -2.50)
C (-6.83, 2.82, -1.45)
P (2.20, -1.19, -2.25)
P (3.49, 0.50, -2.55)
O (3.76, 0.62, -3.98)
O (4.91, 0.31, -1.82)
O (2.82, 1.84, -2.02)
H (5.04, 2.40, 1.55)
H (4.66, 2.20, -0.14)
H (4.33, 3.75, 0.67)
H (2.76, 2.61, 2.19)
H (2.19, 2.55, 0.54)
H (3.05, 0.44, 2.42)
H (3.72, 0.16, 0.81)
H (0.89, 0.79, 0.51)
H (1.05, -0.28, 1.85)
H (2.76, -2.38, 0.50)
H (-0.77, -0.17, -0.96)
H (-2.77, -1.97, -2.39)
H (-1.92, -3.45, -1.96)
H (-1.12, -2.27, -3.01)
H (-1.84, -1.39, 1.65)
H (-2.67, -2.71, 0.83)
H (-3.21, 0.09, -0.13)
H (-3.75, -0.25, 1.51)
H (-5.45, -1.64, 0.75)
H (-4.54, -2.23, -0.61)
H (-4.91, 3.17, 1.13)
H (-4.24, 1.99, 0.06)
H (-3.45, 4.10, -0.63)
H (-4.97, 4.91, -0.42)
H (-6.18, 3.24, -3.44)
H (-5.33, 1.93, -2.69)
H (-7.62, 2.17, -1.82)
H (-7.26, 3.81, -1.29)
H (3.04, -2.26, -2.58)
H (5.52, 0.77, -2.42)
H (1.97, 1.68, -1.58)
O (7.25, -4.37, -2.71)
C (7.72, -3.32, -3.04)
O (9.06, -3.12, -3.16)
C (9.33, -1.74, -3.47)
C (8.05, -1.21, -4.09)
C (6.98, -2.04, -3.36)
H (9.59, -1.22, -2.54)
H (10.18, -1.69, -4.15)
H (7.93, -0.14, -3.98)
H (8.02, -1.45, -5.15)
H (6.67, -1.57, -2.43)
H (6.11, -2.24, -3.98)
O (-1.44, 0.34, 3.82)
C (-2.01, -0.36, 4.59)
O (-2.81, -1.38, 4.19)
C (-3.45, -1.99, 5.33)
C (-2.56, -1.64, 6.52)
C (-2.01, -0.27, 6.10)
H (-4.46, -1.58, 5.42)
H (-3.52, -3.06, 5.16)
H (-3.10, -1.64, 7.46)
H (-1.75, -2.36, 6.59)
H (-2.67, 0.54, 6.40)
H (-1.01, -0.09, 6.48)

Properties
molecular weight: 635.83 g mol⁻¹
F_max: 1.21 eV/Å
HOMO-LUMO gap: 8.01 eV